Record 1
Below is a structure of composition C4H8N2 in a non-equilibrium geometry, with properties calculated with the ωB97M-V functional and the def2-TZVPD basis.

- Gap between HOMO and LUMO: 9.4 eV
- LUMO: 0.822 eV
- HOMO level: -0.31703 hartree
- ΔE to the lowest compared entry with this formula, charge and spin: 3.234 eV
- Energy: -7254.6415 eV

The geometry in ORCA input format:
```
! wB97M-V def2-TZVPD RIJCOSX def2/J DEFGRID3
* xyz 0 1
C -2.05 0.25 0.02
C -0.83 -0.66 -0.13
C 0.27 0.05 0.58
N 2.51 -0.24 -0.24
C 1.40 0.57 -0.07
N 0.93 1.72 -0.19
H -1.77 1.22 -0.39
H -2.27 0.38 1.08
H -2.92 -0.15 -0.50
H -1.00 -1.65 0.33
H -0.58 -0.83 -1.18
H 0.37 -0.10 1.65
H 2.60 -0.60 -1.18
H 3.35 0.04 0.23
*
```

Results of the Löwdin charge analysis, in e, for atoms 1 through 8:
1 C -0.122
2 C -0.255
3 C -0.083
4 N 0.114
5 C -0.646
6 N 0.266
7 H 0.069
8 H 0.078

---

Record 2
Below is a structure of composition C6H8ClF in a non-equilibrium geometry, with properties calculated with the ωB97M-V functional and the def2-TZVPD basis.

- Gap between HOMO and LUMO (alpha / beta): 7.2 / 7.2 eV
- LUMO (alpha / beta): 0.598 / -2.010 eV
- HOMO level (alpha / beta): -0.24183 / -0.33875 hartree
- Energy: -21582.7934 eV

The geometry in ORCA input format:
```
! wB97M-V def2-TZVPD RIJCOSX def2/J DEFGRID3
* xyz 0 3
C -1.25 -0.92 -0.42
C 1.54 -0.33 -3.26
C -1.14 -0.29 0.87
C 1.19 -0.54 -2.03
C 0.23 1.04 2.67
C -0.03 0.45 1.27
F -2.08 -0.47 1.79
Cl -0.97 0.21 -1.87
H -2.28 -1.19 -0.49
H -0.52 -1.71 -0.56
H 1.09 -0.09 -4.18
H 2.61 -0.33 -3.26
H 1.35 0.62 2.88
H 0.18 2.10 2.64
H -0.64 0.77 3.31
H 0.73 0.68 0.64
*
```

Results of the Löwdin charge analysis, in e, for atoms 1 through 8:
1 C -0.393
2 C -0.201
3 C -0.381
4 C -0.109
5 C -0.074
6 C -0.069
7 F 0.068
8 Cl 0.674

---

Record 3
Below is a structure of composition C2H2N3OS in a non-equilibrium geometry, with properties calculated with the ωB97M-V functional and the def2-TZVPD basis.

- Gap between HOMO and LUMO (alpha / beta): 7.2 / 6.4 eV
- LUMO (alpha / beta): 3.037 / 2.595 eV
- HOMO level (alpha / beta): -0.15274 / -0.14060 hartree
- ΔE to the lowest compared entry with this formula, charge and spin: 2.938 eV
- Energy: -19457.6578 eV

The geometry in ORCA input format:
```
! wB97M-V def2-TZVPD RIJCOSX def2/J DEFGRID3
* xyz -1 1
C 0.83 1.15 0.03
C 0.79 -1.20 0.04
N 1.13 2.23 -0.13
N -1.74 0.29 0.32
N 0.24 -0.01 0.19
O 0.24 -2.25 -0.24
S 2.45 -0.84 0.25
H -2.27 -0.43 -0.20
H -1.66 1.07 -0.27
*
```

Results of the Löwdin charge analysis, in e, for atoms 1 through 8:
1 C -0.534
2 C -1.086
3 N 0.105
4 N 0.103
5 N -0.036
6 O -0.070
7 S 0.565
8 H 0.001

---

Record 4
Below is a structure of composition C38H64Br28NO6S in a non-equilibrium geometry, with properties calculated with the ωB97M-V functional and the def2-TZVPD basis.

- Gap between HOMO and LUMO: 6.6 eV
- LUMO: 1.386 eV
- HOMO level: -0.19186 hartree
- Energy: -2026240.4160 eV

The geometry in ORCA input format:
```
! wB97M-V def2-TZVPD RIJCOSX def2/J DEFGRID3
* xyz -1 1
C 0.38 -6.57 4.24
C 0.10 -5.94 3.29
C -0.46 -5.13 2.23
C -0.45 -3.64 2.58
C 1.04 -3.31 2.93
O 1.45 -2.07 2.31
N 2.43 -2.35 1.40
O 2.42 -1.54 0.54
O -0.69 -2.82 1.42
C -1.93 -2.25 1.40
O -2.27 -1.41 0.66
C -2.65 -2.96 2.53
C -4.02 -2.51 2.98
Br -4.07 -0.57 3.11
C -5.05 -3.00 1.94
C -6.37 -2.23 1.96
Br -5.46 -4.90 2.19
C -1.54 -3.13 3.54
S -2.05 -4.20 4.90
C -0.91 -1.84 4.25
O -0.90 -0.78 3.67
O -0.39 -1.97 5.38
H 0.35 -7.13 5.13
H -1.46 -5.50 2.02
H 0.14 -5.26 1.33
H 1.65 -4.07 2.45
H 1.24 -3.29 3.99
H -2.80 -3.98 2.14
H -4.29 -2.89 3.95
H -4.58 -2.83 0.98
H -6.31 -1.31 1.41
H -6.71 -2.07 2.97
H -7.11 -2.83 1.44
H -2.48 -3.41 5.88
Br 0.65 3.25 0.92
C 0.49 3.42 2.86
C -0.52 2.43 3.39
Br -2.34 3.03 3.02
H 0.24 4.45 3.07
H 1.48 3.20 3.24
H -0.46 2.35 4.47
H -0.41 1.44 2.95
Br 1.34 4.24 -5.53
C 1.77 3.56 -3.76
C 1.27 4.48 -2.68
Br 2.39 6.05 -2.50
H 2.85 3.41 -3.73
H 1.28 2.59 -3.70
H 1.31 3.98 -1.72
H 0.25 4.83 -2.86
Br 3.51 0.52 2.45
C 5.04 1.63 2.92
C 5.00 2.03 4.37
Br 3.68 3.42 4.68
H 5.02 2.48 2.24
H 5.91 1.02 2.71
H 5.95 2.46 4.68
H 4.74 1.20 5.02
Br 1.27 0.80 7.86
C 2.32 2.26 8.56
C 1.99 2.55 10.00
Br 0.30 3.51 10.16
H 2.16 3.11 7.91
H 3.36 1.94 8.48
H 2.73 3.21 10.45
H 1.90 1.65 10.60
Br 2.48 -4.54 -4.10
C 2.57 -5.70 -2.53
C 1.78 -5.14 -1.38
Br 2.69 -3.64 -0.48
H 3.63 -5.83 -2.30
H 2.16 -6.65 -2.86
H 1.67 -5.90 -0.60
H 0.81 -4.77 -1.67
Br 6.37 2.05 -7.97
C 4.80 1.03 -7.44
C 4.00 1.75 -6.39
Br 4.84 1.63 -4.64
H 5.16 0.06 -7.11
H 4.22 0.91 -8.35
H 3.03 1.28 -6.27
H 3.87 2.80 -6.60
Br -3.20 3.58 -3.34
C -2.69 1.94 -4.24
C -2.16 2.22 -5.62
Br -3.60 2.63 -6.86
H -3.55 1.29 -4.24
H -1.91 1.50 -3.61
H -1.67 1.34 -6.03
H -1.47 3.06 -5.64
Br -5.68 4.81 -11.77
C -4.41 4.07 -10.51
C -3.12 4.85 -10.49
Br -2.02 4.46 -12.04
H -4.26 3.03 -10.78
H -4.90 4.12 -9.54
H -2.52 4.57 -9.63
H -3.28 5.92 -10.48
Br 4.79 9.05 -3.03
C 5.21 8.35 -1.27
C 4.69 9.24 -0.18
Br 5.81 10.82 0.04
H 6.28 8.21 -1.24
H 4.72 7.37 -1.23
H 4.73 8.73 0.78
H 3.68 9.59 -0.36
Br -0.34 -3.92 6.92
C 0.01 -4.81 8.66
C -0.65 -4.10 9.80
Br 0.28 -2.48 10.32
H 1.09 -4.87 8.77
H -0.40 -5.81 8.55
H -0.64 -4.72 10.70
H -1.68 -3.81 9.58
Br -0.37 -0.89 -5.35
C -1.35 -2.53 -5.72
C -2.56 -2.27 -6.58
Br -4.00 -1.46 -5.55
H -1.60 -2.97 -4.76
H -0.65 -3.17 -6.25
H -2.97 -3.20 -6.96
H -2.35 -1.60 -7.41
Br -7.04 6.56 -4.30
C -5.45 7.19 -3.37
C -4.66 8.15 -4.22
Br -3.66 7.22 -5.60
H -4.88 6.31 -3.09
H -5.82 7.69 -2.48
H -3.91 8.67 -3.62
H -5.29 8.89 -4.72
Br 1.50 -10.15 -0.34
C 1.92 -10.89 1.41
C 1.16 -10.19 2.51
Br 1.92 -8.45 2.91
H 3.00 -10.82 1.53
H 1.63 -11.94 1.35
H 1.24 -10.76 3.44
H 0.12 -10.03 2.26
*
```

Results of the Löwdin charge analysis, in e, for atoms 1 through 8:
1 C -0.049
2 C -0.214
3 C -0.107
4 C -0.359
5 C -0.054
6 O -0.083
7 N -0.321
8 O -0.232

---

Record 5
Below is a cluster of 2 separate species, H2N2O4S in total in a non-equilibrium geometry, with properties calculated with the ωB97M-V functional and the def2-TZVPD basis.

- Gap between HOMO and LUMO (alpha / beta): 7.5 / 7.5 eV
- LUMO (alpha / beta): -3.031 / -3.030 eV
- HOMO level (alpha / beta): -0.38858 / -0.38873 hartree
- ΔE to the lowest compared entry with this formula, charge and spin: 4.384 eV
- Energy: -22030.8068 eV

The geometry in ORCA input format:
```
! wB97M-V def2-TZVPD RIJCOSX def2/J DEFGRID3
* xyz 0 1
N 0.92 1.31 -0.10
N -0.46 -1.03 0.61
O -1.34 -1.74 0.64
O 1.11 -1.88 -0.57
O -1.47 1.35 0.86
O -1.00 0.32 -1.34
S -0.53 0.93 -0.14
H 1.13 1.82 0.74
H 1.62 -1.08 -0.70
*
```

Results of the Löwdin charge analysis, in e, for atoms 1 through 8:
1 N -0.133
2 N 0.061
3 O 0.220
4 O -0.169
5 O -0.281
6 O -0.251
7 S 0.562
8 H 0.035

---

Record 6
Below is a structure of composition C38H39F4N11O2SYb in a non-equilibrium geometry, with properties calculated with the ωB97M-V functional and the def2-TZVPD basis.

- Gap between HOMO and LUMO (alpha / beta): 7.8 / 7.3 eV
- LUMO (alpha / beta): -1.828 / -2.337 eV
- HOMO level (alpha / beta): -0.35522 / -0.35522 hartree
- Energy: -113760.0302 eV

The geometry in ORCA input format:
```
! wB97M-V def2-TZVPD RIJCOSX def2/J DEFGRID3
* xyz 1 2
Yb 0.08 0.28 0.01
C 2.28 -0.75 2.66
N 2.26 0.45 1.82
C 2.24 1.70 2.58
C 0.82 1.95 2.98
N -0.19 1.53 2.24
C -1.33 1.82 2.96
C -2.66 1.50 2.71
C -3.60 1.89 3.64
C -3.24 2.61 4.78
C -1.92 2.91 5.07
C -0.97 2.49 4.15
N 0.41 2.55 4.12
C 1.01 -1.55 2.60
N -0.07 -1.24 1.92
C -0.99 -2.24 2.20
C -2.31 -2.39 1.79
C -3.01 -3.49 2.25
C -2.42 -4.42 3.11
C -1.11 -4.28 3.53
C -0.41 -3.17 3.07
N 0.86 -2.69 3.32
H 3.10 -1.41 2.34
H 2.47 -0.48 3.71
H 3.04 0.44 1.17
H 2.88 1.67 3.48
H 2.60 2.51 1.94
H -2.92 0.92 1.84
H -4.63 1.64 3.48
H -4.00 2.91 5.48
H -1.64 3.42 5.97
H 1.01 2.97 4.82
H -2.77 -1.67 1.13
H -4.03 -3.64 1.94
H -2.99 -5.26 3.45
H -0.65 -5.00 4.19
H 1.58 -3.16 3.84
C 0.38 4.14 0.35
C 0.01 3.86 -1.10
N -0.73 2.61 -1.33
C -0.87 2.47 -2.80
C -0.98 1.04 -3.32
C -2.06 2.74 -0.69
C -2.96 1.52 -0.88
N -2.21 0.27 -0.72
C -2.77 -0.83 -1.23
C -1.96 -1.99 -1.40
F -0.63 -1.83 -1.01
C -2.38 -3.19 -1.92
F -1.50 -4.19 -2.06
C -3.69 -3.35 -2.34
C -4.53 -2.25 -2.19
F -5.81 -2.38 -2.59
C -4.11 -1.05 -1.67
F -5.03 -0.06 -1.54
H 0.89 3.26 0.75
H -0.48 4.38 0.97
H 1.07 4.98 0.37
H 0.95 3.78 -1.65
H -0.55 4.72 -1.50
H 0.02 2.90 -3.26
H -1.73 3.07 -3.13
H -0.22 0.42 -2.84
H -0.78 1.06 -4.39
H -1.96 0.61 -3.18
H -2.58 3.62 -1.08
H -1.89 2.90 0.38
H -3.78 1.60 -0.15
H -3.41 1.57 -1.87
H -4.06 -4.27 -2.74
N 2.87 -1.99 -6.86
C 2.85 -1.59 -5.56
C 3.88 -0.79 -5.04
C 3.85 -0.35 -3.73
C 2.79 -0.71 -2.93
C 1.76 -1.50 -3.41
C 1.78 -1.94 -4.72
S 2.66 -0.17 -1.24
O 1.70 0.97 -1.24
O 3.91 0.20 -0.64
N 1.83 -1.24 -0.37
C 2.39 -2.46 -0.29
N 1.80 -3.35 0.52
C 2.33 -4.56 0.55
C 3.46 -4.91 -0.17
C 4.01 -3.90 -0.95
N 3.49 -2.69 -1.02
H 3.75 -1.96 -7.34
H 2.27 -2.76 -7.12
H 4.70 -0.52 -5.69
H 4.65 0.24 -3.32
H 0.95 -1.79 -2.76
H 0.99 -2.56 -5.10
H 1.82 -5.26 1.20
H 3.88 -5.90 -0.13
H 4.91 -4.06 -1.54
*
```

Results of the Löwdin charge analysis, in e, for atoms 1 through 8:
1 Yb 1.729
2 C -0.101
3 N -0.088
4 C -0.117
5 C -0.309
6 N 0.066
7 C -0.221
8 C -0.015

---

Record 7
Below is a cluster of 6 separate species, C18H51N3O9 in total in a non-equilibrium geometry, with properties calculated with the ωB97M-V functional and the def2-TZVPD basis.

- Gap between HOMO and LUMO: 9.7 eV
- LUMO: 0.691 eV
- HOMO level: -0.33159 hartree
- ΔE to the lowest compared entry with this formula, charge and spin: 3.258 eV
- Energy: -42384.5522 eV
- SMILES string: COC[C@H](C)N.COC[C@H](C)N.COC[C@H](C)N.OCCO.OCCO.OCCO

The geometry in ORCA input format:
```
! wB97M-V def2-TZVPD RIJCOSX def2/J DEFGRID3
* xyz 0 1
C -13.83 -1.49 2.35
C -13.12 -0.82 3.54
C -13.55 0.62 3.86
O -13.08 1.67 3.07
C -13.74 3.03 3.35
N -13.19 -1.75 4.68
H -13.63 -1.01 1.40
H -14.89 -1.38 2.60
H -13.66 -2.56 2.25
H -12.05 -0.78 3.34
H -13.25 0.88 4.88
H -14.64 0.52 3.91
H -14.83 2.94 3.34
H -13.34 3.67 2.57
H -13.32 3.15 4.35
H -12.27 -2.17 4.64
H -13.19 -1.20 5.53
C -16.94 1.24 1.64
C -16.12 1.63 0.37
C -17.02 2.62 -0.56
O -18.28 2.07 -1.02
C -19.07 2.86 -2.00
N -14.93 2.39 0.78
H -16.92 2.05 2.37
H -16.40 0.37 2.00
H -17.93 0.87 1.37
H -15.76 0.68 -0.02
H -16.31 2.92 -1.33
H -17.31 3.46 0.07
H -18.34 2.94 -2.81
H -19.40 3.82 -1.61
H -19.97 2.32 -2.28
H -14.40 1.82 1.41
H -14.41 2.70 -0.03
C -10.06 2.22 -1.50
C -10.33 1.61 -0.17
C -9.41 2.17 0.93
O -9.32 1.17 1.90
C -8.92 1.57 3.17
N -11.69 1.87 0.21
H -10.24 3.29 -1.51
H -10.65 1.76 -2.29
H -8.99 2.00 -1.60
H -10.11 0.55 -0.29
H -9.66 3.15 1.35
H -8.44 2.51 0.55
H -7.97 2.10 3.15
H -8.67 0.74 3.84
H -9.79 2.03 3.64
H -11.86 2.85 0.33
H -11.81 1.52 1.15
C -15.88 -2.40 -5.99
C -15.74 -3.48 -7.08
O -14.59 -4.29 -7.09
O -15.67 -2.98 -4.70
H -16.82 -1.86 -6.13
H -15.03 -1.73 -6.04
H -15.77 -2.88 -8.00
H -16.67 -4.04 -7.05
H -14.99 -5.16 -6.98
H -15.09 -3.68 -5.01
C -14.48 2.72 -7.88
C -13.18 3.49 -7.76
O -12.73 3.27 -6.39
O -14.24 1.38 -7.71
H -14.92 2.95 -8.84
H -15.16 2.97 -7.07
H -13.26 4.54 -8.02
H -12.41 2.88 -8.23
H -12.50 2.34 -6.41
H -14.14 1.30 -6.76
C -13.63 -0.08 -3.79
C -13.95 0.09 -2.27
O -12.80 -0.34 -1.53
O -12.71 0.86 -4.20
H -14.54 -0.08 -4.39
H -13.07 -1.00 -3.97
H -14.92 -0.37 -2.05
H -13.98 1.17 -2.15
H -12.70 0.22 -0.76
H -12.01 1.02 -3.56
*
```

Results of the Löwdin charge analysis, in e, for atoms 1 through 8:
1 C -0.045
2 C -0.423
3 C -0.241
4 O -0.253
5 C -0.002
6 N 0.033
7 H 0.063
8 H 0.065

---

Record 8
Below is a cluster of 2 separate species, C7H14N3O in total in a non-equilibrium geometry, with properties calculated with the ωB97M-V functional and the def2-TZVPD basis.

- Gap between HOMO and LUMO: 8.9 eV
- LUMO: -3.835 eV
- HOMO level: -0.46982 hartree
- ΔE to the lowest compared entry with this formula, charge and spin: 5.442 eV
- Energy: -13992.3608 eV

The geometry in ORCA input format:
```
! wB97M-V def2-TZVPD RIJCOSX def2/J DEFGRID3
* xyz 1 1
C -1.54 0.39 0.21
C 0.81 -1.74 -1.06
C 1.95 -1.01 -0.55
C 1.11 -1.77 0.43
C 0.68 -0.99 2.51
C -2.27 -0.47 1.00
C -0.01 2.98 -1.85
N -0.94 1.34 -0.21
N 0.46 -0.78 1.29
N 0.01 1.81 -0.98
O 0.13 -0.17 3.44
H -0.11 -1.24 -1.45
H 1.11 -2.66 -1.66
H 2.99 -1.33 -0.81
H 1.86 0.06 -0.60
H 1.44 -2.75 0.81
H 1.38 -1.66 2.98
H -1.79 -1.01 1.85
H -2.65 -1.29 0.25
H -3.23 -0.06 1.36
H -0.96 3.06 -2.34
H 0.33 3.86 -1.32
H 0.80 2.84 -2.62
H 0.88 1.86 -0.42
H -0.29 0.48 2.96
*
```

Results of the Löwdin charge analysis, in e, for atoms 1 through 8:
1 C -0.005
2 C -0.129
3 C -0.154
4 C -0.273
5 C -0.232
6 C -0.028
7 C -0.030
8 N 0.142

---

Record 9
Below is a cluster of 2 separate species, C6H12N2 in total in a non-equilibrium geometry, with properties calculated with the ωB97M-V functional and the def2-TZVPD basis.

- Gap between HOMO and LUMO: 9.4 eV
- LUMO: 0.831 eV
- HOMO level: -0.31496 hartree
- ΔE to the lowest compared entry with this formula, charge and spin: 0.477 eV
- Energy: -9396.3724 eV
- SMILES string: Cc1c[nH]cn1.CC

The geometry in ORCA input format:
```
! wB97M-V def2-TZVPD RIJCOSX def2/J DEFGRID3
* xyz 0 1
C 1.51 1.19 -3.69
C 0.67 1.29 -2.37
H 2.53 1.03 -3.38
H 1.15 0.44 -4.40
H 1.39 2.12 -4.25
H -0.37 1.47 -2.65
H 1.24 1.94 -1.72
H 0.57 0.27 -1.98
C 0.83 0.86 2.29
C 0.27 -1.37 1.10
C 0.01 -0.08 1.51
C -1.82 -0.84 0.62
N -0.88 -1.82 0.53
N -1.30 0.21 1.22
H 1.09 -2.07 1.11
H -0.84 -2.63 -0.05
H 0.44 1.04 3.30
H 0.85 1.87 1.89
H -2.75 -0.95 0.09
H 1.85 0.50 2.43
*
```

Results of the Löwdin charge analysis, in e, for atoms 1 through 8:
1 C -0.170
2 C -0.156
3 H 0.054
4 H 0.053
5 H 0.056
6 H 0.059
7 H 0.059
8 H 0.047